(1)
Density functional theory data (the ωB97M-V functional and the def2-TZVPD basis) for a 3-piece molecular cluster, C25H26INO8S overall at a distorted geometry.

maximum force = 0.0731 hartree/bohr
electronic energy = -2320.76587 Ha
SMILES = O=C(I)CN1c2ccccc2Sc2ccc(C[C@H]3CO3)cc21.C[C@@H]1COC(=O)O1.C[C@@H]1COC(=O)O1
orbital gap = 0.3039 Eh
highest occupied orbital energy = -0.2948 Ha

Last column: natural (NBO) charge in e.
Atoms and positions in Å:
1 O -2.3076 -3.8947 -0.8725  -0.498
2 C -1.3856 -4.3860 -0.2934  0.509
3 I -1.2567 -6.5689 -0.2568  0.008
4 C -0.2601 -3.6184 0.4040  -0.362
5 N -0.3287 -2.1978 0.1632  -0.437
6 C -1.4447 -1.5494 0.7688  0.120
7 C -2.3240 -2.1449 1.6542  -0.193
8 C -3.3961 -1.4629 2.1758  -0.220
9 C -3.6035 -0.1445 1.8504  -0.215
10 C -2.7425 0.4874 0.9806  -0.219
11 C -1.6874 -0.2250 0.4614  -0.173
12 S -0.5124 0.5325 -0.6451  0.282
13 C 0.9906 -0.1807 0.0038  -0.193
14 C 2.1359 0.5523 0.1287  -0.199
15 C 3.2478 -0.0621 0.6719  -0.201
16 C 3.2106 -1.3706 1.0891  -0.005
17 C 4.4617 -1.9606 1.7115  -0.447
18 C 4.0801 -3.1716 2.6151  0.092
19 C 4.4070 -2.9632 4.1053  -0.183
20 O 3.0166 -2.9533 3.4661  -0.517
21 C 2.0377 -2.0766 0.9142  -0.268
22 C 0.9044 -1.5136 0.3699  0.224
23 H -0.1950 -3.8989 1.4679  0.231
24 H 0.6542 -4.0076 -0.0584  0.257
25 H -2.1952 -3.1901 1.9211  0.202
26 H -4.1106 -1.9258 2.8476  0.220
27 H -4.4348 0.4228 2.2559  0.220
28 H -2.8434 1.5226 0.6696  0.232
29 H 2.1882 1.5913 -0.1720  0.248
30 H 4.1409 0.5491 0.7779  0.209
31 H 5.1795 -2.3447 0.9836  0.227
32 H 4.8900 -1.2611 2.4292  0.225
33 H 4.2319 -4.1739 2.2195  0.190
34 H 4.2978 -1.9508 4.4895  0.209
35 H 4.1958 -3.7435 4.8315  0.210
36 H 2.0083 -3.1100 1.2432  0.211
37 C 1.7862 6.4821 0.4512  -0.627
38 C 2.8175 5.5941 -0.2017  0.063
39 C 3.4068 6.1388 -1.4778  -0.095
40 O 3.7957 4.9397 -2.1599  -0.489
41 C 2.9684 3.9517 -1.7322  0.968
42 O 2.8934 2.8729 -2.2214  -0.570
43 O 2.2316 4.3672 -0.6672  -0.496
44 H 1.2106 5.9208 1.1867  0.235
45 H 2.2647 7.3264 0.9475  0.223
46 H 1.0777 6.8677 -0.2835  0.218
47 H 3.5994 5.3362 0.5189  0.182
48 H 4.2671 6.7832 -1.3101  0.205
49 H 2.6783 6.6657 -2.0985  0.187
50 C -4.9079 -2.1884 -2.8176  -0.627
51 C -4.6184 -0.8143 -3.3718  0.064
52 C -3.6853 0.0166 -2.5330  -0.102
53 O -4.0774 1.3512 -2.8871  -0.494
54 C -5.3847 1.2984 -3.2522  0.968
55 O -6.0732 2.2489 -3.4324  -0.575
56 O -5.7982 0.0090 -3.3773  -0.497
57 H -5.7846 -2.6178 -3.3029  0.227
58 H -4.0579 -2.8529 -2.9712  0.231
59 H -5.1221 -2.1438 -1.7483  0.217
60 H -4.2638 -0.8938 -4.4038  0.181
61 H -2.6362 -0.1538 -2.7668  0.215
62 H -3.8385 -0.1123 -1.4596  0.190



(2)
Density functional theory data (the ωB97M-V functional and the def2-TZVPD basis) for C10H16Cl2INOPRh as an isolated structure at a distorted geometry.

maximum force = 0.1264 hartree/bohr
electronic energy = -2189.81429 Ha
charge = +2
expectation value of S² = 6.042
orbital gap (spin up / spin down) = 0.2072 / 0.1018 Eh
spin multiplicity = 5
highest occupied orbital energy (spin up / spin down) = -0.5176 / -0.5174 Ha

Last column: Löwdin spin population.
Atoms and positions in Å:
1 C -2.1768 -1.7045 -2.1877  0.000
2 I -1.1651 -3.3183 -2.7294  0.004
3 H -1.5275 -0.9563 -1.7370  0.000
4 H -2.9535 -1.9912 -1.5005  0.000
5 H -2.6531 -1.2938 -3.0853  0.000
6 Rh 0.8443 1.4699 0.5364  1.214
7 P 1.2397 1.5290 -1.4997  0.115
8 C 1.1372 0.1985 -2.7406  0.052
9 C 0.1959 2.8961 -2.1812  0.013
10 H 3.1735 2.8565 -0.8892  0.001
11 H 3.0963 2.6165 -2.6725  0.001
12 H 3.6480 1.2888 -1.6104  0.001
13 C 2.9773 2.1509 -1.6963  0.007
14 H -0.0069 3.5885 -1.3623  0.003
15 H 0.7312 3.3962 -3.0027  0.003
16 H 1.4974 0.5647 -3.7075  0.007
17 H 0.0952 -0.1274 -2.8505  0.000
18 H -0.7323 2.4523 -2.5546  0.000
19 H 1.7447 -0.6372 -2.4137  0.000
20 C 0.3275 -0.4288 0.7493  0.156
21 O 0.5139 -1.3459 -0.0283  0.248
22 Cl 1.0260 2.6306 2.5025  0.304
23 Cl -0.6793 -4.3281 3.7083  0.258
24 C -0.8374 -2.6495 3.4191  0.264
25 C -1.6697 -1.8550 4.2199  0.263
26 C -1.7199 -0.4927 3.9120  0.062
27 C -0.9897 0.0331 2.8554  0.367
28 N -0.2157 -0.7701 2.0519  0.210
29 C -0.0726 -2.0802 2.4230  0.409
30 H -2.2572 -2.3020 5.0370  0.008
31 H -2.2870 0.1829 4.5447  -0.003
32 H -0.9231 1.0944 2.6392  0.019
33 H 0.6188 -2.6678 1.8507  0.014



(3)
Density functional theory data (the ωB97M-V functional and the def2-TZVPD basis) for C34H50BeN3Si4Te2 as an isolated structure.

maximum force = 0.0193 hartree/bohr
electronic energy = -3198.61856 Ha
charge = +1
orbital gap (spin up / spin down) = 0.2112 / 0.1623 Eh
ΔE to the lowest compared entry with this formula, charge and spin = 39.06 kcal/mol
highest occupied orbital energy (spin up / spin down) = -0.3283 / -0.3017 Ha

Last column: Mulliken charge in e.
Atoms and positions in Å:
1 Be 0.0139 2.6341 0.7884  -2.296
2 C 1.3285 1.2706 3.3114  -0.956
3 C 2.2544 2.0130 2.4040  1.340
4 C 3.6382 1.9806 2.5418  -0.696
5 C 4.4266 2.7035 1.6650  -0.698
6 C 3.8315 3.4894 0.6860  -0.821
7 C 2.4575 3.4747 0.5914  0.560
8 N 1.6949 2.7176 1.4170  0.615
9 C 1.6181 4.2843 -0.3292  0.170
10 C 1.9368 5.3675 -1.0883  -0.813
11 C 0.8517 6.1250 -1.6263  -0.747
12 C -0.4433 5.8630 -1.2545  -0.951
13 C -0.6937 4.7309 -0.4512  0.552
14 N 0.3340 3.8885 -0.2045  1.272
15 C -1.8573 4.3041 0.2565  0.536
16 C -3.1061 4.9411 0.2409  -1.150
17 C -4.1058 4.4634 1.0405  -0.757
18 C -3.8535 3.3576 1.8751  -0.753
19 C -2.6173 2.7623 1.8819  0.942
20 C -2.3086 1.6372 2.8159  -1.052
21 N -1.6216 3.1845 1.0494  1.026
22 H 1.2880 0.2128 3.0509  0.037
23 H 0.3213 1.6674 3.2246  -0.318
24 H 1.6494 1.3547 4.3498  0.556
25 H 4.0812 1.3918 3.3332  0.439
26 H 5.5049 2.6667 1.7485  0.460
27 H 4.4197 4.0982 0.0145  0.457
28 H 2.9589 5.6866 -1.2325  0.439
29 H 1.0651 6.9779 -2.2559  0.450
30 H -1.2439 6.5317 -1.5388  0.439
31 H -3.2508 5.8100 -0.3862  0.452
32 H -5.0723 4.9489 1.0595  0.456
33 H -4.6219 2.9776 2.5332  0.512
34 H -3.2179 1.2622 3.2807  0.526
35 H -1.6516 1.9855 3.6152  0.274
36 H -1.8113 0.8187 2.2908  -0.139
37 C 4.3963 -1.0360 0.4653  -0.987
38 Si 3.1750 -2.1890 1.2902  0.797
39 C 3.7919 -3.9576 1.2093  -1.161
40 C 3.1216 -1.7650 3.1148  -0.829
41 Si 1.1391 -2.2207 0.1237  -0.741
42 Te -0.0376 0.1700 -0.1886  0.146
43 Si -0.6600 -3.2307 1.2153  0.574
44 C -0.8921 -2.4243 2.8901  -0.730
45 C -0.2635 -5.0455 1.4613  -1.130
46 C -2.2113 -3.0580 0.1904  -0.521
47 Si 1.4978 -2.7066 -2.1335  0.475
48 C 2.3870 -4.3440 -2.3084  -1.204
49 C 2.5367 -1.3445 -2.8840  -0.972
50 C -0.1521 -2.7847 -2.9961  -0.318
51 H 5.3006 -0.9554 1.0760  0.394
52 H 3.9749 -0.0351 0.3414  0.154
53 H 4.6919 -1.3947 -0.5222  0.396
54 H 4.8014 -4.0199 1.6252  0.413
55 H 3.8225 -4.3505 0.1924  0.237
56 H 3.1485 -4.6171 1.7972  0.279
57 H 4.0225 -2.1812 3.5749  0.465
58 H 2.2590 -2.1899 3.6321  0.253
59 H 3.1293 -0.6937 3.2968  0.001
60 H -0.1178 -2.7422 3.5921  0.345
61 H -1.8608 -2.7049 3.3126  0.421
62 H -0.8571 -1.3341 2.8186  -0.101
63 H 0.6524 -5.1742 2.0432  0.276
64 H -0.1240 -5.5565 0.5056  0.297
65 H -1.0704 -5.5529 1.9971  0.392
66 H -2.3818 -2.0234 -0.1147  -0.171
67 H -3.0800 -3.3891 0.7670  0.507
68 H -2.1599 -3.6647 -0.7168  0.265
69 H 3.4319 -4.2643 -2.0024  0.310
70 H 2.3704 -4.6738 -3.3506  0.400
71 H 1.9223 -5.1261 -1.7032  0.325
72 H 3.5607 -1.3691 -2.5071  0.294
73 H 2.1222 -0.3612 -2.6494  0.196
74 H 2.5775 -1.4505 -3.9717  0.424
75 H -0.6963 -3.6995 -2.7500  0.375
76 H -0.0174 -2.7504 -4.0812  0.494
77 H -0.7844 -1.9473 -2.6996  -0.515
78 C -3.6473 1.1518 -1.3750  -1.082
79 Te -1.7030 1.8403 -1.8932  -0.288
80 C -1.9001 0.5171 -3.5481  -0.915
81 C -2.9999 -0.4520 -3.1767  0.380
82 C -3.1941 -1.6327 -3.8873  -0.517
83 C -4.1916 -2.5179 -3.5140  -0.643
84 C -5.0049 -2.2305 -2.4254  -0.613
85 C -4.8297 -1.0491 -1.7247  -0.603
86 C -3.8314 -0.1557 -2.0989  0.601
87 H -4.3526 1.9084 -1.7242  0.691
88 H -3.7470 1.0763 -0.2926  0.391
89 H -0.9520 0.0318 -3.7751  0.402
90 H -2.1758 1.1288 -4.4085  0.547
91 H -2.5607 -1.8590 -4.7361  0.453
92 H -4.3320 -3.4357 -4.0698  0.422
93 H -5.7762 -2.9271 -2.1245  0.433
94 H -5.4663 -0.8201 -0.8783  0.451



(4)
Density functional theory data (the ωB97M-V functional and the def2-TZVPD basis) for C8H11Br3FN3O2S4 as an isolated structure at a distorted geometry.

maximum force = 0.1015 hartree/bohr
electronic energy = -10040.70404 Ha
orbital gap = 0.2815 Eh
highest occupied orbital energy = -0.3311 Ha

Last column: natural (NBO) charge in e.
Atoms and positions in Å:
1 O 1.2977 -3.7699 -1.2559  -0.884
2 S 2.7191 -3.4833 -1.0553  2.378
3 O 3.2522 -4.4949 -0.1594  -0.876
4 F 3.5559 -3.5402 -2.4638  -0.455
5 N 2.9482 -1.8925 -0.3380  -0.719
6 S 2.4547 -2.1024 1.3122  0.229
7 C 2.0155 -1.0051 -1.1079  -0.269
8 C 2.3037 0.5362 -0.9441  -0.429
9 C 1.2184 1.2357 -0.0002  -0.529
10 S -0.2231 1.7718 -1.0144  0.241
11 C -1.7457 1.0717 -0.3184  -0.114
12 S -2.9568 1.9440 0.3753  0.127
13 N -1.9187 -0.3588 -0.3928  -0.460
14 C -1.7000 -1.2079 -1.4936  -0.124
15 C -1.9768 -2.5374 -1.0088  -0.076
16 N -2.3950 -2.5083 0.3542  -0.432
17 C -2.3498 -1.1954 0.6595  0.180
18 H 1.0746 -2.0261 1.3810  0.121
19 H 2.1618 -1.2656 -2.1992  0.224
20 H 0.9471 -1.2309 -0.8506  0.227
21 H 2.1477 0.9957 -1.9639  0.225
22 H 3.3546 0.7853 -0.6501  0.239
23 H 1.6831 2.1426 0.4658  0.240
24 H 0.9004 0.5322 0.8170  0.236
25 H -1.3819 -0.9168 -2.5163  0.245
26 H -1.8931 -3.4781 -1.5903  0.230
27 H -2.6133 -0.7233 1.6294  0.218
28 C -2.5805 5.3673 2.9862  -0.491
29 Br -2.4869 7.0756 2.0849  0.094
30 Br -4.1975 4.4054 2.5336  0.096
31 Br -0.9955 4.3022 2.6730  0.085
32 H -2.6201 5.5712 4.0511  0.226



(5)
Density functional theory data (the ωB97M-V functional and the def2-TZVPD basis) for C21H32N2O2S in the gas phase at a distorted geometry.

maximum force = 0.0226 hartree/bohr
electronic energy = -1477.48173 Ha
SMILES = CC(C)=CCN1CCN(Cc2ccc(C#CC(C)(C)O)s2)C[C@@H]1CCO
orbital gap = 0.3200 Eh
ΔE to the lowest compared entry with this formula, charge and spin = 68.99 kcal/mol
highest occupied orbital energy = -0.3000 Ha

Last column: natural (NBO) charge in e.
Atoms and positions in Å:
1 C -5.0640 1.7590 1.4159  -0.663
2 C -5.6897 0.6700 0.6005  0.064
3 C -7.0131 1.0244 -0.0085  -0.635
4 C -5.1405 -0.5263 0.4274  -0.233
5 C -3.8221 -0.9692 1.0022  -0.257
6 N -2.7150 -0.1929 0.4535  -0.460
7 C -1.4614 -0.3682 1.1591  -0.221
8 C -0.7205 -1.6553 0.7851  -0.250
9 N -0.5122 -1.6724 -0.6504  -0.451
10 C 0.3623 -2.7503 -1.0685  -0.249
11 C 1.7620 -2.4494 -0.6530  -0.180
12 C 2.7240 -3.2835 -0.1721  -0.259
13 C 3.9435 -2.6311 0.0957  -0.214
14 C 3.8996 -1.2918 -0.1782  -0.276
15 C 4.9223 -0.3515 -0.0279  -0.085
16 C 5.8094 0.4502 0.1246  0.074
17 C 6.8610 1.4589 0.2406  0.155
18 C 8.2238 0.7712 0.3549  -0.599
19 C 6.5796 2.3297 1.4763  -0.610
20 O 6.9071 2.2597 -0.9335  -0.702
21 S 2.3302 -0.8206 -0.7805  0.460
22 C -1.7910 -1.6612 -1.3312  -0.226
23 C -2.5475 -0.3663 -0.9830  -0.048
24 C -1.8251 0.8328 -1.6083  -0.440
25 C -2.4788 2.1609 -1.2316  -0.052
26 O -1.9121 3.2552 -1.9174  -0.718
27 H -5.0852 2.6968 0.8641  0.219
28 H -4.0355 1.5218 1.6612  0.231
29 H -5.6309 1.9035 2.3363  0.216
30 H -6.8902 1.8382 -0.7228  0.214
31 H -7.7031 1.3650 0.7627  0.213
32 H -7.4548 0.1749 -0.5229  0.213
33 H -5.6629 -1.2622 -0.1701  0.195
34 H -3.8211 -0.8066 2.0848  0.205
35 H -3.7074 -2.0517 0.8322  0.173
36 H -1.6545 -0.3508 2.2342  0.204
37 H -0.8171 0.4804 0.9146  0.198
38 H 0.2500 -1.6768 1.2864  0.217
39 H -1.2965 -2.5396 1.1174  0.162
40 H 0.3153 -2.8138 -2.1624  0.215
41 H 0.0596 -3.7330 -0.6609  0.182
42 H 2.5676 -4.3367 -0.0163  0.223
43 H 4.8203 -3.1225 0.4781  0.227
44 H 9.0007 1.5267 0.4345  0.217
45 H 8.4054 0.1771 -0.5368  0.224
46 H 8.2499 0.1257 1.2283  0.214
47 H 7.3385 3.1050 1.5532  0.216
48 H 5.6012 2.8009 1.3934  0.210
49 H 6.5958 1.7214 2.3767  0.216
50 H 6.0406 2.6555 -1.0766  0.471
51 H -1.6184 -1.6973 -2.4092  0.205
52 H -2.4031 -2.5398 -1.0547  0.164
53 H -3.5536 -0.4181 -1.4124  0.217
54 H -0.7774 0.8283 -1.3006  0.206
55 H -1.8531 0.7252 -2.6946  0.211
56 H -3.5336 2.1510 -1.5139  0.172
57 H -2.4149 2.3094 -0.1466  0.165
58 H -0.9632 3.2602 -1.7491  0.460